1.
Here is a molecular structure, C28H28Cl2IrN6O2S5 at a distorted geometry from the OMol25 dataset. Energies are from ωB97M-V/def2-TZVPD.

Last column: Löwdin spin population.
Cartesian coordinates (Å):
Ir -1.1556 -0.5086 -0.4047  0.65
S 2.0761 -0.8037 4.5024  0.00
C 3.0064 -1.3255 5.8309  0.00
C 3.5806 -2.5360 5.6087  0.00
C 3.2604 -3.0513 4.3259  0.00
C 2.4490 -2.2253 3.6032  0.00
C 1.9392 -2.4356 2.2433  0.00
C 0.9726 -1.5623 1.7052  0.01
N 0.4774 -1.6950 0.4826  0.03
C 0.9191 -2.7046 -0.2937  0.00
C 1.8732 -3.6156 0.1433  0.00
C 2.3059 -4.6485 -0.7616  0.00
C 1.8091 -4.7190 -2.0120  0.00
C 0.8151 -3.7820 -2.4675  0.00
C 0.2663 -3.8205 -3.7522  0.00
C -0.6902 -2.9029 -4.1265  0.00
C -1.0744 -1.9511 -3.1674  0.01
N -0.5772 -1.8929 -1.9382  0.00
C 0.3705 -2.7965 -1.5871  0.00
C -1.3212 -2.9075 -5.4507  0.00
C -1.0851 -3.7594 -6.4901  0.00
C -1.9069 -3.5025 -7.6191  0.00
C -2.7493 -2.4567 -7.4139  0.00
S -2.5566 -1.7797 -5.8632  0.00
C 2.3735 -3.4694 1.4427  0.00
H 3.0879 -0.7085 6.7120  0.00
H 4.2044 -3.0429 6.3297  0.00
H 3.6042 -4.0131 3.9705  0.00
H 0.5868 -0.7446 2.2913  0.00
H 3.0476 -5.3580 -0.4180  0.00
H 2.1495 -5.4835 -2.6988  0.00
H 0.6029 -4.5797 -4.4472  0.00
H -1.8271 -1.2290 -3.4234  0.00
H -0.3534 -4.5554 -6.4639  0.00
H -1.8752 -4.0745 -8.5343  0.00
H -3.4809 -2.0516 -8.0953  0.00
H 3.1059 -4.1805 1.8036  0.00
N -1.8257 1.8216 -0.3369  0.15
C -1.2780 2.5611 0.7999  0.01
C -2.4103 3.3113 1.5252  0.00
C -2.1112 4.0099 2.8560  0.00
C -1.1271 5.1771 2.7991  0.00
N 0.2462 4.6762 2.7881  0.00
C 1.3339 5.4088 2.9258  0.00
N 2.5305 4.8064 2.9182  0.00
N 1.2632 6.7361 3.0318  0.00
C -0.5874 1.5464 1.6802  0.01
O 0.2322 1.8947 2.5209  0.01
O -0.9145 0.3073 1.4823  0.03
H -1.6347 2.3004 -1.2118  0.00
H -2.8357 1.7386 -0.2591  0.00
H -0.5163 3.2607 0.4496  0.00
H -3.2014 2.5798 1.7201  0.00
H -2.8126 4.0469 0.8234  0.00
H -1.7591 3.2839 3.5916  0.00
H -3.0596 4.4019 3.2217  0.00
H -1.2799 5.8047 3.6800  0.00
H -1.3106 5.7860 1.9084  0.00
H 0.3571 3.6549 2.7576  0.00
H 2.5739 3.8010 2.9052  0.00
H 3.3786 5.3163 3.0905  0.00
H 0.3738 7.2026 3.0580  0.00
H 2.0869 7.2912 3.1861  0.00
S -5.5438 -1.5777 -0.6612  -0.01
C -3.9784 -1.2523 -0.6367  0.01
S -2.8959 -1.7459 0.5780  -0.01
S -3.1143 -0.3112 -1.7918  0.07
Cl -0.0050 3.4276 -2.6478  0.00
C 0.2838 1.7599 -3.1374  0.00
Cl 0.9282 0.7665 -1.7972  0.01
H 1.0326 1.7631 -3.9193  0.00
H -0.6501 1.3181 -3.4654  0.00

Atoms 1-6, force components in eV/Å:
Ir 0.61 -1.16 -0.49
S -0.06 0.12 -0.01
C 0.01 0.10 0.07
C 0.03 -0.14 -0.12
C 0.08 -0.17 0.14
C -0.10 0.08 -0.21

The expectation value of S² is 0.76. As for the net charge: +2. As for the HOMO energy (spin up / spin down): -12.5 / -12.5 eV. The orbital gap (spin up / spin down) comes out at 6.67 / 5.93 eV. Its largest force on an atom is 1.395 eV/Å. As for the relative energy (zero: lowest compared OMol25 entry of this formula, charge and spin): 234.6 kJ/mol. Its multiplicity is 2. The value obtained for the LUMO energy (spin up / spin down) is -0.21539 / -0.24238 hartree. For the energy, the calculation gives -4578.061963 a.u.

=====

2.
Here is a gas-phase ion, C23H28NO (charge +1) from the OMol25 dataset. Energies are from ωB97M-V/def2-TZVPD.

Last column: Löwdin charge in e.
Cartesian coordinates (Å):
C 2.0183 1.6714 -1.2165  -0.02
C 1.3927 0.3587 -0.7762  -0.34
C 1.2841 -0.6286 -1.9290  -0.02
H 2.2510 -0.8653 -2.3664  0.09
H 0.7978 -1.5503 -1.6147  0.09
H 0.6737 -0.1871 -2.7102  0.09
H 0.3830 0.5603 -0.3980  0.12
N 2.1175 -0.2934 0.3768  -0.04
H 1.7024 -1.2315 0.4279  0.17
C 1.7760 0.3537 1.6778  -0.11
C 0.3642 0.2026 1.9667  0.03
C -0.7973 0.0784 2.2421  0.03
C -2.1981 -0.0351 2.5423  -0.07
H -2.4942 0.7804 3.2059  0.14
H -2.4061 -0.9798 3.0481  0.14
C -3.0735 0.0544 1.2708  -0.41
C -2.6455 1.2172 0.3898  -0.11
C -2.6556 2.5632 0.6814  0.00
C -2.2165 3.4552 -0.2897  -0.06
C -1.7833 3.0015 -1.5255  -0.07
C -1.7799 1.6473 -1.8257  -0.03
C -2.2121 0.7528 -0.8605  -0.13
C -2.3396 -0.6998 -0.8891  -0.12
C -2.0837 -1.6170 -1.8945  -0.03
C -2.3285 -2.9597 -1.6467  -0.07
C -2.8260 -3.3789 -0.4229  -0.06
C -3.0919 -2.4623 0.5873  0.00
C -2.8418 -1.1291 0.3475  -0.10
H -3.5027 -2.7872 1.5313  0.12
H -3.0215 -4.4270 -0.2566  0.11
H -2.1419 -3.6866 -2.4229  0.11
H -1.7236 -1.2959 -2.8602  0.11
H -1.4666 1.3018 -2.7999  0.11
H -1.4582 3.7133 -2.2695  0.11
H -2.2234 4.5141 -0.0826  0.11
H -3.0104 2.9193 1.6363  0.13
O -4.3966 0.1517 1.7455  0.05
H -5.0064 0.1888 1.0008  0.12
H 2.0380 1.4123 1.6337  0.14
H 2.3573 -0.1247 2.4699  0.14
C 3.5966 -0.5269 0.1807  -0.35
C 4.4743 0.5692 0.7702  -0.03
H 4.1836 1.5591 0.4350  0.08
H 4.4794 0.5478 1.8561  0.09
H 5.4954 0.3999 0.4379  0.10
C 3.9523 -1.8858 0.7716  -0.02
H 5.0069 -2.0891 0.6083  0.10
H 3.7754 -1.9146 1.8446  0.09
H 3.3858 -2.6862 0.2990  0.09
H 3.7595 -0.5622 -0.8989  0.14
H 1.3673 2.1205 -1.9615  0.09
H 2.9950 1.5290 -1.6708  0.09
H 2.0974 2.3800 -0.3969  0.09

Atoms 1-6, force components in eV/Å:
C -0.02 -0.13 0.24
C -0.35 0.30 -0.67
C 0.06 0.00 0.25
H 0.12 -0.01 -0.06
H -0.07 -0.12 0.00
H -0.08 0.06 -0.06

As for the SMILES: CC(C)[NH+](CC#CCC1(O)c2ccccc2-c2ccccc21)C(C)C. As for the net charge: +1. As for the HOMO energy: -11.0 eV. The orbital gap comes out at 8.74 eV. Its largest force on an atom is 0.858 eV/Å. As for the relative energy (zero: lowest compared OMol25 entry of this formula, charge and spin): 0.0 kJ/mol. Its multiplicity is 1. The value obtained for the LUMO energy is -0.08183 hartree. For the energy, the calculation gives -1022.970750 a.u.

=====

3.
Here is a single C5H7N3 molecule at a distorted geometry from the OMol25 dataset. Energies are from ωB97M-V/def2-TZVPD.

Last column: Löwdin charge in e.
Cartesian coordinates (Å):
C -1.2166 -0.1908 0.4560  -0.31
C -0.7039 1.2529 0.0063  -0.01
C 2.0299 0.6450 -0.0628  -0.06
C 2.2875 -0.7452 -0.0728  -0.17
C 0.2389 -0.6174 0.2375  -0.31
H -2.0430 -0.7309 -1.3081  0.10
H -2.6064 -1.7425 0.0031  0.11
H -1.4609 -0.1804 1.5073  0.13
H -0.8429 2.1072 0.7464  0.13
H -1.1638 1.5325 -0.9601  0.11
H 2.6355 1.5363 -0.2431  0.10
H 3.2919 -1.2214 -0.0999  0.10
N -2.2894 -0.7695 -0.2784  0.01
N 0.6722 0.6413 -0.0164  -0.05
N 1.1711 -1.5171 0.0850  0.10

Atoms 1-6, force components in eV/Å:
C 0.65 -0.24 0.13
C -0.22 0.29 1.05
C 0.41 -1.13 -1.13
C 1.95 0.73 0.22
C -0.39 0.83 -1.30
H -0.62 -0.53 1.68

As for the SMILES: N[C@@H]1Cn2ccnc21. As for the net charge: 0. As for the HOMO energy: -8.4 eV. The orbital gap comes out at 9.30 eV. Its largest force on an atom is 2.114 eV/Å. As for the relative energy (zero: lowest compared OMol25 entry of this formula, charge and spin): 243.3 kJ/mol. Its multiplicity is 1. The value obtained for the LUMO energy is 0.03350 hartree. For the energy, the calculation gives -358.925698 a.u.

=====

4.
Here is a single C36H41N9O8 molecule at a distorted geometry from the OMol25 dataset. Energies are from ωB97M-V/def2-TZVPD.

Last column: Löwdin charge in e.
Cartesian coordinates (Å):
C -1.9466 -1.3346 -7.9583  -0.03
H -2.0077 -0.2681 -8.1806  0.10
H -2.3031 -1.9214 -8.8004  0.09
H -0.9129 -1.5890 -7.7175  0.10
O -2.8015 -1.6527 -6.8638  -0.02
C -2.4531 -1.1517 -5.6854  -0.47
O -1.4618 -0.5158 -5.4662  0.15
C -3.4955 -1.5217 -4.6186  -0.13
N -3.0550 -1.0381 -3.3389  -0.08
C -2.0398 -1.4977 -2.5791  0.04
C -1.9904 -0.6288 -1.5003  -0.20
N -2.9673 0.2906 -1.6865  0.09
N -3.5851 0.0441 -2.7755  0.05
C -1.1094 -0.6061 -0.3467  -0.15
C -0.2124 -1.6405 -0.1101  0.04
C 0.6536 -1.5840 0.9761  -0.15
C 0.5971 -0.4944 1.8415  0.04
C -0.3069 0.5331 1.6176  -0.13
C -1.1501 0.4871 0.5168  0.03
H -1.8231 1.3011 0.2969  0.11
C -0.2422 1.7508 2.4831  -0.41
O 0.7788 2.4135 2.5597  0.07
N -1.3581 2.0761 3.1734  -0.04
C -2.5711 1.3023 3.2438  -0.11
C -3.7148 2.0419 2.5156  -0.10
N -3.4491 3.4629 2.5378  -0.04
C -3.4276 4.2461 1.4201  -0.52
O -3.0001 5.3773 1.4281  0.09
O -3.9802 3.6077 0.3817  0.02
C -4.0237 4.2230 -0.9306  -0.56
C -2.6004 4.4344 -1.4439  -0.01
H -2.0644 5.1196 -0.7921  0.08
H -2.6291 4.8514 -2.4464  0.09
H -2.0722 3.4837 -1.4737  0.08
C -4.7996 5.5385 -0.8860  -0.02
H -5.7867 5.3744 -0.4585  0.09
H -4.9124 5.9268 -1.8945  0.09
H -4.2720 6.2694 -0.2801  0.08
C -4.7577 3.1953 -1.7922  -0.02
H -5.7690 3.0529 -1.4203  0.09
H -4.2364 2.2431 -1.7570  0.04
H -4.8039 3.5426 -2.8199  0.09
C -2.8215 3.9394 3.7474  -0.11
C -1.4102 3.3407 3.8821  -0.10
H -0.6600 3.9917 3.4283  0.12
H -1.1533 3.1985 4.9391  0.13
H -3.4509 3.6493 4.5946  0.13
H -2.7693 5.0270 3.6952  0.12
H -3.7902 1.7206 1.4771  0.11
H -4.6701 1.8332 3.0134  0.13
H -2.8245 1.1713 4.3030  0.13
H -2.4114 0.3181 2.8039  0.12
H 1.2687 -0.4282 2.6828  0.13
C 1.7043 -2.5721 1.1148  -0.23
C 2.8025 -2.5402 1.9573  0.00
N 3.5913 -3.5433 1.5234  -0.08
N 3.0102 -4.1632 0.4933  0.05
N 1.8935 -3.6002 0.2498  0.07
C 4.9659 -3.7744 1.8504  -0.14
C 5.2244 -3.7200 3.3475  -0.46
O 4.5851 -3.1081 4.1594  0.13
O 6.3130 -4.4341 3.6412  -0.03
C 6.7185 -4.4306 5.0052  -0.04
H 5.9138 -4.8067 5.6394  0.10
H 6.9723 -3.4173 5.3223  0.10
H 7.5883 -5.0789 5.0638  0.10
H 5.2372 -4.7678 1.4809  0.16
C 5.8671 -2.7031 1.1449  -0.05
C 5.2582 -1.3447 1.2262  -0.19
C 5.3261 -0.4497 2.2587  -0.05
N 4.4992 0.6083 2.0167  0.10
C 3.8589 0.4153 0.8257  -0.21
C 2.8860 1.1807 0.1946  -0.01
C 2.3921 0.7106 -1.0017  -0.09
C 2.8590 -0.4811 -1.5648  -0.09
C 3.8209 -1.2428 -0.9430  -0.04
C 4.3250 -0.8039 0.2824  -0.15
H 4.1590 -2.1698 -1.3825  0.11
H 2.4441 -0.8109 -2.5056  0.10
H 1.6236 1.2673 -1.5167  0.11
H 2.5151 2.0874 0.6460  0.10
H 4.3411 1.3886 2.6317  0.16
H 5.9097 -0.4981 3.1587  0.13
H 5.9628 -2.9921 0.0976  0.12
H 6.8545 -2.7303 1.6080  0.12
H 3.0549 -1.9357 2.7985  0.12
H -0.1447 -2.4867 -0.7745  0.11
H -1.4573 -2.3516 -2.8482  0.14
H -3.5896 -2.6134 -4.5893  0.17
C -4.8660 -0.9010 -4.9808  -0.21
O -4.8019 0.4727 -5.1920  -0.05
H -4.5331 0.8884 -4.3546  0.07
H -5.2112 -1.3481 -5.9158  0.13
H -5.5742 -1.1497 -4.1773  0.13

Atoms 1-6, force components in eV/Å:
C 0.35 0.15 -0.20
H 0.00 -0.08 0.01
H 0.01 0.03 0.05
H -0.10 0.01 -0.05
O -0.39 -0.22 0.03
C -0.03 0.03 0.43

As for the net charge: 0. As for the HOMO energy: -7.8 eV. The orbital gap comes out at 8.42 eV. Its largest force on an atom is 1.397 eV/Å. Its multiplicity is 1. The value obtained for the LUMO energy is 0.02119 hartree. For the energy, the calculation gives -2491.219430 a.u.

=====

5.
Here is 2 unconnected molecules or ions with the total composition C4H13NO2 at a distorted geometry from the OMol25 dataset. Energies are from ωB97M-V/def2-TZVPD.

Last column: Löwdin charge in e.
Cartesian coordinates (Å):
C 0.2146 -1.4922 -0.8652  -0.07
C 0.2180 -0.0207 -0.5084  -0.45
C 1.5532 0.5166 -0.0388  -0.17
C 1.4331 1.6856 0.9274  -0.27
O 0.8660 1.3904 2.1999  -0.05
N -0.3562 0.9157 -1.5256  0.04
H 0.6749 -1.9864 -0.0029  0.08
H 0.7213 -1.7812 -1.7874  0.08
H -0.7563 -1.9886 -0.9092  0.06
H -0.5670 0.0920 0.2494  0.12
H 2.0602 -0.2931 0.5026  0.11
H 2.3031 0.7925 -0.7837  0.12
H 2.4104 2.1374 1.0725  0.11
H 0.7880 2.4528 0.4819  0.11
H -0.0029 1.0808 2.0368  0.05
H 0.2112 0.8588 -2.3553  0.06
H -1.3552 0.8378 -1.6279  0.06
H -3.4498 -1.7981 1.7528  0.02
H -3.7855 -1.4531 0.3247  0.02
O -3.1812 -1.9472 0.8567  -0.04

Atoms 1-6, force components in eV/Å:
C 0.18 -0.87 0.50
C -1.85 1.15 -1.21
C 0.57 -0.62 1.40
C -0.62 0.74 -0.46
O 1.63 0.03 0.16
N 1.25 -0.26 0.90

As for the SMILES: C[C@H](N)CCO.O. As for the net charge: 0. As for the HOMO energy: -9.1 eV. The orbital gap comes out at 9.68 eV. Its largest force on an atom is 2.497 eV/Å. As for the relative energy (zero: lowest compared OMol25 entry of this formula, charge and spin): 86.5 kJ/mol. Its multiplicity is 1. The value obtained for the LUMO energy is 0.02040 hartree. For the energy, the calculation gives -365.409538 a.u.